Entry 1:
C37H51MnN4OP2 as an isolated structure in a non-equilibrium geometry. Source: the Open Molecules 2025 dataset; level of theory: ωB97M-V with the def2-TZVPD basis set.

Summary:
Molecular weight = 684.728 g/mol
Total charge = +1
Expectation value of S² = 8.7659
Energy above the lowest of the compared OMol25 structures with the same formula, charge and spin = 0.0 kcal per mole
Frontier orbital gap (alpha / beta) = 4.527 / 4.021 eV
Spin multiplicity = 6
HOMO (alpha / beta) = -8.168 / -8.133 eV
DFT total energy = -3568.0736 Ha

Last column: Mulliken charge in e.
Element x y z (Å)
C 1.037 2.789 -0.283  -0.1904
C -1.283 2.934 0.037  -0.5465
C 1.063 4.180 -0.273  -0.6312
C -1.305 4.278 -0.444  -0.9845
C -0.085 4.968 -0.424  -1.0515
H 2.051 4.612 -0.174  0.5164
H -2.258 4.774 -0.626  0.5213
H -0.040 6.057 -0.453  0.4037
N -0.130 2.162 -0.083  0.7344
P 2.347 0.333 -1.039  0.8894
P -2.410 0.554 0.971  0.5427
C 2.389 2.066 -0.382  -1.2203
H 3.053 2.691 -1.009  0.4047
H 2.815 2.077 0.637  0.6008
C 0.793 -1.888 -1.064  -0.3558
O 0.617 -2.829 -1.765  -0.3415
C -2.532 2.334 0.406  -0.8886
H -3.415 2.624 -0.121  0.5811
C -3.853 -0.661 0.186  2.1754
C -2.810 1.276 2.671  1.9188
C 2.626 0.677 -2.902  1.9877
C 3.874 -0.446 -0.227  2.2695
C -3.281 -1.899 -0.528  -1.5823
H -2.578 -2.453 0.107  0.1802
H -4.099 -2.602 -0.772  0.5786
H -2.776 -1.645 -1.466  0.1408
C -4.667 -1.201 1.368  -1.9296
H -4.024 -1.776 2.046  0.3244
H -5.178 -0.413 1.928  0.2752
H -5.442 -1.895 1.006  0.5670
C -4.738 0.090 -0.812  -1.8095
H -5.514 -0.588 -1.210  0.4784
H -5.260 0.934 -0.349  0.3096
H -4.140 0.457 -1.660  0.2022
C -2.790 0.136 3.687  -1.7855
H -1.900 -0.500 3.540  0.1969
H -2.724 0.627 4.663  0.5978
H -3.708 -0.464 3.647  0.3936
C -1.686 2.292 2.999  -1.4035
H -0.696 1.845 2.824  0.0175
H -1.755 3.214 2.399  0.2576
H -1.758 2.598 4.051  0.6938
C -4.193 1.977 2.516  -1.6238
H -4.604 2.023 1.487  0.2452
H -4.976 1.512 3.129  0.4030
H -4.069 3.022 2.834  0.3817
C 3.899 -1.913 -0.671  -1.6854
H 4.556 -2.483 -0.001  0.4727
H 2.900 -2.366 -0.615  0.3180
H 4.277 -2.042 -1.692  0.2869
C 3.698 -0.401 1.297  -2.4596
H 3.698 0.618 1.699  0.3859
H 2.775 -0.902 1.600  0.7887
H 4.532 -0.944 1.769  0.5757
C 5.198 0.252 -0.574  -1.7010
H 5.980 -0.113 0.107  0.4904
H 5.548 0.016 -1.584  0.3406
H 5.148 1.341 -0.451  0.2668
C 1.528 1.614 -3.410  -1.3423
H 1.694 1.833 -4.475  0.6450
H 0.557 1.142 -3.345  -0.1689
H 1.478 2.561 -2.861  0.2439
C 2.538 -0.680 -3.606  -1.6718
H 1.634 -1.236 -3.339  0.1490
H 2.525 -0.511 -4.691  0.5001
H 3.406 -1.314 -3.387  0.2678
C 3.950 1.362 -3.266  -1.6012
H 4.126 2.287 -2.704  0.2586
H 4.817 0.706 -3.168  0.3521
H 3.895 1.640 -4.329  0.5010
Mn -0.028 -0.344 -0.147  2.0343
N -0.996 -0.163 -2.099  -0.0889
C -1.226 -0.078 -3.289  -0.2668
C -2.260 0.581 -4.150  0.0964
C -2.651 -0.044 -5.337  -0.3665
C -2.938 1.814 -3.798  0.0765
C -3.305 0.676 -6.354  -0.6554
H -2.305 -1.058 -5.544  0.4719
C -3.668 2.507 -4.813  -0.7406
H -2.878 2.283 -2.793  0.4074
C -3.799 1.960 -6.101  -0.3094
H -3.371 0.243 -7.341  0.4005
H -4.107 3.493 -4.566  0.3812
H -4.322 2.561 -6.863  0.3767
N 2.753 -3.850 5.901  -0.4282
C 2.220 -3.357 4.990  -0.3413
C 1.576 -2.747 3.849  0.4588
C 1.021 -1.471 3.931  -0.6987
C 0.490 -0.871 2.796  -0.8114
N 0.484 -1.497 1.585  0.8216
C 0.884 -2.793 1.548  -0.5260
C 1.494 -3.415 2.630  -0.9293
H 1.009 -0.934 4.880  0.5734
H 0.086 0.140 2.833  0.2959
H 0.711 -3.379 0.646  0.5657
H 1.898 -4.420 2.514  0.5448


Entry 2:
C37H52BBrN6Os as an isolated structure in a non-equilibrium geometry. Source: the Open Molecules 2025 dataset; level of theory: ωB97M-V with the def2-TZVPD basis set.

Summary:
Molecular weight = 861.811 g/mol
Total charge = +2
Frontier orbital gap (alpha / beta) = 5.867 / 5.891 eV
Spin multiplicity = 1
HOMO (alpha / beta) = -13.909 / -13.855 eV
DFT total energy = -4458.7100 Ha

Last column: Mulliken charge in e.
Element x y z (Å)
Os 0.160 -0.214 0.529  -0.0129
C 0.526 1.394 -3.091  -0.7629
C -0.963 1.065 -3.071  0.8889
C -1.674 1.842 -4.182  -1.9569
C -1.624 1.332 -1.739  -0.2672
C -2.834 1.993 -1.605  -0.8860
C -3.138 2.039 -0.257  -0.0559
C -4.477 2.466 0.290  0.1275
C -4.519 3.711 1.172  -1.6675
C -5.164 1.263 0.943  -1.2740
N -2.122 1.463 0.412  1.1006
N -1.197 0.974 -0.499  -0.0251
B -1.854 1.478 1.960  0.9526
N -1.928 -0.027 2.412  1.2130
N -1.467 -0.969 1.515  0.0593
C -2.006 -2.163 1.809  -0.1491
C -2.816 -1.988 2.920  -0.6412
C -2.732 -0.657 3.304  -0.1877
C -3.307 -0.096 4.579  0.1285
C -4.458 0.903 4.447  -1.4146
C -2.158 0.405 5.463  -1.0321
C -1.915 -3.440 1.018  0.1403
C -0.645 -4.258 1.229  -1.5444
C -2.221 -3.188 -0.460  -1.4565
N -0.437 2.095 2.221  0.6137
N 0.591 1.546 1.501  0.2143
C 1.667 2.330 1.567  -0.2253
C 1.361 3.396 2.394  -1.3722
C 0.032 3.251 2.766  0.4887
C -0.710 4.329 3.510  0.1840
C -1.417 5.237 2.499  -1.5648
C -1.636 3.894 4.638  -1.7562
C 2.841 2.128 0.667  0.3905
C 2.927 3.310 -0.306  -1.5894
C 2.710 0.808 -0.070  0.1779
H 0.932 1.207 -4.084  0.4463
H 1.098 0.791 -2.391  -0.1428
H 0.686 2.448 -2.859  0.3277
H -1.107 0.008 -3.315  0.2714
H -1.657 2.915 -3.988  0.4689
H -2.708 1.524 -4.303  0.4434
H -1.162 1.666 -5.127  0.4230
H -3.449 2.380 -2.397  0.6194
H -5.044 2.712 -0.611  0.5532
H -4.151 3.523 2.180  0.2366
H -5.554 4.039 1.261  0.5540
H -3.951 4.529 0.733  0.3914
H -4.601 0.909 1.806  0.0451
H -5.266 0.437 0.238  0.4039
H -6.160 1.544 1.284  0.4302
H -2.683 2.112 2.495  -1.1278
H -3.405 -2.754 3.398  0.6176
H -3.737 -0.974 5.068  0.3985
H -4.173 1.824 3.958  0.1776
H -4.814 1.156 5.445  0.4757
H -5.293 0.469 3.899  0.4383
H -1.568 1.165 4.948  -0.0080
H -1.492 -0.415 5.733  0.3807
H -2.549 0.842 6.381  0.3678
H -2.727 -4.041 1.433  0.6354
H 0.231 -3.754 0.839  0.3834
H -0.738 -5.209 0.704  0.5038
H -0.486 -4.474 2.287  0.3702
H -1.555 -2.424 -0.890  0.2644
H -3.249 -2.851 -0.593  0.3694
H -2.090 -4.106 -1.030  0.4327
H 2.003 4.219 2.658  0.5982
H 0.090 4.915 3.969  0.6200
H -2.238 4.710 2.019  0.1274
H -0.731 5.582 1.726  0.3757
H -1.825 6.110 3.007  0.4747
H -2.464 3.294 4.280  0.2610
H -2.054 4.783 5.110  0.5047
H -1.102 3.333 5.404  0.4123
H 3.756 2.101 1.265  0.5304
H 2.016 3.378 -0.904  0.2894
H 3.776 3.187 -0.977  0.4500
H 3.049 4.251 0.227  0.4237
H 1.673 0.737 -0.511  -1.0766
H 2.977 -0.050 0.540  0.3106
H 3.315 0.772 -0.978  0.4882
Br 1.550 -1.330 2.400  0.1500
C 2.532 -2.493 1.259  1.2764
C 3.524 -3.295 1.746  -0.7779
C 4.149 -4.188 0.858  -0.8280
C 3.738 -4.264 -0.447  -0.8677
C 2.703 -3.435 -0.933  0.7453
C 2.217 -3.552 -2.260  -1.0579
C 1.190 -2.766 -2.703  -1.1457
C 0.658 -1.773 -1.863  -0.3003
C 1.039 -1.650 -0.545  0.9338
C 2.098 -2.494 -0.068  -0.4618
H 3.814 -3.259 2.787  0.5222
H 4.939 -4.830 1.222  0.4500
H 4.194 -4.977 -1.122  0.4770
H 2.675 -4.278 -2.920  0.4627
H 0.816 -2.869 -3.712  0.5616
H -0.102 -1.115 -2.253  0.0812


Entry 3:
A 4-piece molecular cluster, C37H52BFIO12 overall. Source: the Open Molecules 2025 dataset; level of theory: ωB97M-V with the def2-TZVPD basis set.

Summary:
Molecular weight = 845.525 g/mol
Total charge = -1
Frontier orbital gap = 5.158 eV
Spin multiplicity = 1
HOMO = -5.287 eV
DFT total energy = -2766.4489 Ha

Last column: Mulliken charge in e.
Element x y z (Å)
C 7.565 -0.751 2.713  -1.0806
C 7.089 -1.914 1.817  -0.4438
C 5.558 -2.014 1.681  -0.3888
C 5.063 -2.535 0.319  -0.0168
C 4.618 -4.002 0.306  -1.0518
C 3.569 -4.373 1.370  -0.5788
C 2.542 -5.399 0.871  -0.6392
C 1.303 -5.528 1.764  -1.1069
C 0.180 -4.513 1.510  -0.5944
C -0.144 -4.303 0.023  -1.0302
C 0.596 -3.109 -0.611  0.5205
C -0.290 -1.858 -0.685  -0.4863
C 0.267 -0.752 -1.591  -0.8609
C 1.749 -0.349 -1.362  0.6396
C 2.073 1.160 -1.238  -1.2644
C 1.837 1.937 0.097  -0.7688
B 1.174 1.209 1.388  0.6280
F 2.005 0.060 1.816  -0.3173
C 1.076 2.225 2.665  -0.5225
C 0.663 1.551 3.994  -0.6088
C -0.364 0.456 3.764  -0.3110
I -1.126 -0.344 5.624  -0.1264
H 8.148 -0.018 2.147  0.2728
H 8.195 -1.094 3.537  0.2741
H 6.717 -0.218 3.149  0.3650
H 7.530 -1.814 0.820  0.3236
H 7.486 -2.851 2.221  0.2666
H 5.118 -1.032 1.862  0.0904
H 5.177 -2.656 2.481  0.3095
H 5.879 -2.422 -0.406  0.5050
H 4.239 -1.910 -0.046  -0.4143
H 5.503 -4.641 0.411  0.4077
H 4.196 -4.229 -0.681  0.4345
H 3.067 -3.472 1.742  0.2820
H 4.072 -4.824 2.234  0.5963
H 2.258 -5.166 -0.162  0.2411
H 3.037 -6.378 0.831  0.5537
H 0.887 -6.538 1.673  0.3293
H 1.632 -5.428 2.807  0.4374
H 0.430 -3.551 1.970  0.2016
H -0.713 -4.877 2.028  0.3734
H -1.221 -4.143 -0.089  0.4998
H 0.091 -5.229 -0.522  0.5207
H 0.966 -3.359 -1.615  0.3296
H 1.481 -2.888 -0.003  -0.6038
H -1.266 -2.176 -1.072  0.4844
H -0.462 -1.480 0.322  -0.0049
H 0.159 -1.124 -2.622  0.3167
H -0.365 0.141 -1.522  0.3839
H 2.322 -0.701 -2.232  0.4533
H 2.153 -0.883 -0.500  -0.6894
H 3.137 1.249 -1.493  0.3913
H 1.547 1.668 -2.060  0.2565
H 2.817 2.325 0.419  0.3744
H 1.236 2.835 -0.115  0.0897
H 0.050 0.792 1.123  -0.3226
H 2.065 2.681 2.832  0.2197
H 0.389 3.056 2.456  -0.0174
H 0.248 2.273 4.709  0.4318
H 1.543 1.111 4.470  0.2863
H -1.242 0.803 3.223  0.2833
H 0.057 -0.404 3.252  -0.0738
C -2.151 6.138 3.184  -0.9659
C -2.030 5.112 2.323  0.2464
C -1.932 5.324 0.823  1.2586
O -1.861 4.328 0.133  -0.6395
C -1.959 6.680 0.305  -0.9159
C -2.080 7.693 1.171  0.0497
C -2.181 7.481 2.667  1.2022
O -2.288 8.493 3.344  -0.6879
O -2.137 8.974 0.822  -0.6101
O -1.990 3.852 2.693  -0.5555
H -2.219 5.994 4.253  0.4767
H -1.899 6.823 -0.763  0.3994
H -2.206 9.463 1.667  0.3859
H -1.836 3.313 1.890  0.3146
C -1.758 -5.573 -3.445  -1.1317
C -1.451 -6.333 -4.504  0.4517
C -1.462 -5.799 -5.921  1.0441
O -1.162 -6.590 -6.800  -0.6555
C -1.812 -4.416 -6.145  -0.9587
C -2.115 -3.649 -5.086  0.2761
C -2.117 -4.187 -3.669  1.1760
O -2.419 -3.400 -2.796  -0.6216
O -2.438 -2.371 -5.163  -0.5965
O -1.111 -7.613 -4.429  -0.5977
H -1.744 -5.941 -2.429  0.4369
H -1.809 -4.040 -7.158  0.4243
H -2.563 -2.068 -4.240  0.3804
H -0.935 -7.890 -5.349  0.3714
C -7.359 5.494 -0.297  -0.9582
C -6.299 6.315 -0.267  0.3208
C -5.449 6.590 -1.490  1.2081
O -4.526 7.367 -1.331  -0.6129
C -5.771 5.924 -2.732  -1.1428
C -6.827 5.100 -2.760  0.3546
C -7.694 4.844 -1.543  1.0908
O -8.637 4.089 -1.703  -0.6400
O -7.225 4.437 -3.835  -0.5867
O -5.889 6.962 0.811  -0.5932
H -7.970 5.293 0.572  0.4340
H -5.148 6.109 -3.595  0.4354
H -8.007 3.923 -3.553  0.3771
H -5.101 7.471 0.531  0.3055